# 1
{"formula": "C2H6N2S", "method": "ωB97M-V/def2-TZVPD", "symbols": ["S", "H", "H", "C", "N", "H", "N", "H", "H", "C", "H"], "xyz": [[3.2999, -0.1599, -0.0300], [-0.9360, 1.4190, -0.5369], [0.8129, -0.4684, -1.1736], [1.7444, 0.3548, 0.3067], [0.6888, 0.1618, -0.4253], [-1.6106, -1.2176, -0.7644], [-0.6035, 0.6131, -0.1034], [1.6555, 1.0499, 1.1312], [-2.4978, -0.1521, 0.4102], [-1.4946, -0.5113, 0.1974], [-1.0590, -1.0892, 0.9881]], "atomic_forces_ev_per_a": [[-1.071, -0.078, 0.048], [-0.339, 1.062, -1.249], [-0.146, -0.785, -1.239], [2.810, 0.892, 0.743], [-1.991, 0.809, -0.097], [0.231, 1.217, 1.950], [1.139, -2.439, 1.982], [-0.599, -0.092, 0.244], [0.083, 0.043, 0.294], [-0.072, -0.359, -3.171], [-0.046, -0.269, 0.496]], "homo_ev": -8.269, "orbital_gap_ev": 9.11, "energy_ev": -15985.0674, "multiplicity": 1, "relative_energy_kcal_mol": 39.9}


# 2
{"formula": "C5H7NO", "method": "ωB97M-V/def2-TZVPD", "symbols": ["H", "H", "C", "H", "N", "C", "C", "H", "C", "O", "C", "H", "H", "H"], "xyz": [[-2.3084, 1.2626, -0.1081], [2.3281, -1.4644, -0.2681], [1.7577, 0.4290, 0.1161], [-0.3848, 0.4749, -1.6260], [1.6892, -0.7681, -0.6523], [-1.8982, 0.2472, -0.0763], [0.2880, -1.0734, -0.2073], [-2.5381, -0.3943, -0.6888], [-0.4605, 0.2118, -0.5526], [-0.0401, -1.9311, 0.5586], [0.5374, 0.9727, 0.3147], [-1.9546, -0.1191, 0.9502], [2.6684, 0.7145, 0.6405], [0.2619, 1.2307, 1.3268]], "atomic_forces_ev_per_a": [[0.156, -0.143, -0.016], [0.006, 0.132, -0.240], [-0.108, 0.145, 0.452], [0.259, -0.186, 0.587], [-0.333, -0.289, 0.433], [-0.118, -0.074, 0.078], [-0.074, 0.051, -0.394], [0.099, 0.064, 0.049], [-0.240, -0.341, 0.463], [0.324, -0.193, -0.854], [0.352, -0.261, -0.253], [-0.061, 0.040, -0.018], [-0.186, -0.296, -0.069], [-0.076, 1.351, -0.220]], "homo_ev": -8.694, "orbital_gap_ev": 9.74, "energy_ev": -8834.3529, "multiplicity": 1, "relative_energy_kcal_mol": 42.7}


# 3
{"formula": "C33H32BrMnN2O4S3", "method": "ωB97M-V/def2-TZVPD", "symbols": ["C", "H", "H", "C", "C", "C", "H", "H", "C", "O", "H", "H", "C", "C", "C", "C", "H", "C", "C", "C", "H", "H", "C", "H", "C", "C", "C", "C", "C", "H", "H", "H", "H", "C", "C", "N", "N", "H", "H", "Mn", "H", "C", "H", "H", "H", "H", "H", "Br", "H", "C", "S", "H", "C", "C", "H", "H", "C", "C", "H", "H", "C", "C", "H", "S", "H", "O", "O", "C", "C", "C", "H", "S", "C", "C", "H", "O"], "xyz": [[-2.2034, 2.5906, -0.1550], [3.0417, 3.0847, -3.1097], [-5.7478, -2.8206, -1.6590], [0.4472, 0.0549, 6.9964], [-3.1837, -1.0610, -3.0513], [-3.0796, -2.5500, 0.2961], [-1.5363, -2.3713, -1.1842], [1.4789, 1.4999, -2.2377], [4.8587, -1.0912, 1.7573], [-1.4346, 3.7944, -3.3904], [1.6023, 6.1946, -5.6635], [-2.6862, -1.0688, -5.1319], [1.4171, 5.3967, -4.9561], [-4.0430, -1.5747, -2.0945], [-2.0036, -3.1601, -0.5891], [4.1317, -0.0620, 1.1808], [-1.3872, -4.5100, 0.9949], [4.3857, -2.3971, 1.6952], [0.0363, -2.9093, 0.9073], [1.2661, 0.4591, 4.7711], [5.8023, -0.8831, 2.2433], [-2.4089, -0.3552, -2.7784], [-0.9306, -3.8766, 0.2302], [-1.4126, 2.9699, -2.8534], [0.9197, 3.3479, -3.1413], [1.0604, 2.3392, 1.4293], [1.5193, 1.3606, 3.6252], [0.7061, 1.5389, 2.5903], [2.4831, 4.6864, -4.4167], [-0.4520, -2.1583, 1.5335], [-3.8695, -3.2578, 0.5546], [1.8777, 3.0471, 1.5562], [0.6229, -1.9573, 7.7140], [2.9193, -0.3268, 0.5573], [0.7127, 2.2827, -2.0896], [0.5310, 2.1676, 0.2793], [0.9342, 2.9146, -0.7685], [-5.9991, -3.5419, -4.0094], [-0.7235, 5.6245, -5.0300], [-1.1297, 1.0818, -0.3910], [4.5123, 0.9512, 1.2067], [-0.1453, 4.0623, -3.7020], [0.4011, 1.9693, 6.0251], [0.7679, -3.4357, 1.5165], [-0.3640, -4.5402, -0.4261], [1.7518, 3.5001, -0.6473], [2.3417, 0.4589, 0.0942], [-0.9952, 0.7081, 2.5429], [-2.4621, -3.8454, -1.3015], [-4.3478, -2.3597, -4.7099], [0.9154, -1.9369, -0.3529], [-0.0107, 0.4228, 7.9049], [-3.3455, -1.4628, -4.3705], [0.8039, -1.2812, 6.8891], [3.4999, 4.9175, -4.7025], [-4.4686, -2.6667, -5.7400], [0.6798, 0.9263, 5.9417], [2.2203, 3.6653, -3.5201], [2.0991, -1.2384, 3.7565], [-2.6741, -2.1529, 1.2314], [-5.0661, -2.4563, -2.4192], [2.4419, -1.6243, 0.5314], [2.8337, -3.6965, 1.0069], [-3.8793, -1.0858, -0.3931], [1.6883, -2.7879, 5.6436], [-2.8044, -0.0295, -0.3692], [0.2068, -0.6141, -0.4378], [1.3982, -1.7483, 5.7248], [3.1788, -2.6721, 1.0737], [-5.2087, -2.8556, -3.7378], [2.4681, 1.8916, 3.5929], [-3.1231, 3.7976, -0.1842], [0.1151, 5.0859, -4.6089], [1.6295, -0.8818, 4.6676], [4.9605, -3.2043, 2.1285], [-0.5426, 1.7165, -2.0671]], "atomic_forces_ev_per_a": [[-0.121, -0.392, -0.544], [-0.002, 0.000, 0.001], [-0.003, 0.004, 0.000], [0.004, 0.003, 0.001], [0.007, 0.004, 0.014], [0.054, 0.006, -0.026], [-0.024, -0.007, -0.037], [-0.003, 0.017, 0.061], [-0.001, -0.015, 0.004], [0.030, -0.053, 0.058], [0.000, 0.001, 0.001], [-0.003, 0.005, 0.000], [-0.008, 0.001, 0.002], [-0.026, -0.021, -0.016], [0.023, 0.008, 0.004], [-0.007, 0.005, -0.006], [-0.007, -0.003, -0.007], [0.002, 0.008, 0.011], [-0.042, 0.009, -0.030], [0.005, -0.041, -0.004], [0.000, 0.000, 0.000], [0.007, 0.009, -0.003], [0.004, 0.036, -0.006], [-0.013, 0.029, -0.033], [-0.028, -0.005, -0.012], [0.019, -0.077, -0.027], [-0.007, 0.024, -0.004], [0.031, 0.060, 0.041], [0.008, -0.001, -0.005], [0.010, -0.011, 0.028], [-0.018, 0.006, -0.031], [0.023, -0.015, -0.014], [0.006, 0.001, 0.002], [0.008, 0.013, 0.010], [0.195, -0.221, -0.011], [0.009, 0.064, -0.188], [-0.263, 0.248, -0.030], [0.001, -0.002, -0.001], [-0.003, -0.006, -0.003], [0.509, 0.653, 1.416], [0.001, 0.000, 0.003], [-0.004, 0.019, 0.057], [-0.001, 0.000, 0.001], [0.016, 0.001, -0.020], [0.012, -0.011, 0.022], [0.089, -0.102, 0.038], [0.004, -0.006, -0.006], [-0.168, -0.130, -0.217], [-0.006, -0.020, 0.024], [-0.005, 0.000, 0.000], [0.023, 0.008, 0.030], [-0.004, -0.001, -0.002], [0.006, -0.009, 0.002], [-0.006, -0.003, -0.002], [0.001, 0.003, 0.003], [-0.001, 0.001, -0.001], [-0.004, 0.000, -0.002], [0.002, -0.035, -0.032], [0.001, 0.000, -0.001], [-0.026, -0.046, 0.029], [-0.001, 0.007, -0.003], [-0.037, -0.028, 0.019], [-0.002, 0.001, 0.005], [0.024, 0.129, -0.059], [-0.005, -0.001, -0.002], [-0.135, -0.174, -0.069], [0.024, 0.001, -0.094], [0.008, 0.000, 0.006], [0.007, 0.006, -0.026], [0.002, -0.002, -0.003], [-0.003, 0.004, 0.000], [0.156, -0.011, 0.167], [0.009, -0.003, -0.004], [0.000, 0.009, -0.010], [0.003, 0.000, -0.005], [-0.359, 0.051, -0.464]], "homo_ev": [-10.053, -10.046], "s2": 1.037, "orbital_gap_ev": [7.54, 7.62], "energy_ev": -179770.0830, "multiplicity": 2, "relative_energy_kcal_mol": 0.0, "charge": 1}